ORCA calculation (ωB97M-V with the def2-TZVPD basis set) on one molecule with the formula C4H11NO4S.

Properties
- Energy above the lowest of the compared OMol25 structures with the same formula, charge and spin: 144.4 kJ/mol
- HOMO: -8.784 eV
- SMILES: CN(C)[C@@](C)(O)S(=O)(=O)O
- HOMO-LUMO gap: 9.467 eV
- Net charge: 0
- E_LUMO: 0.683 eV

CARTESIAN COORDINATES (ANGSTROEM)
C (-0.54, 1.34, 0.27)
N (-0.25, 0.01, -0.27)
C (-0.41, -0.01, -1.74)
C (0.71, -0.68, 0.36)
C (0.71, -0.81, 1.91)
O (1.03, -1.82, -0.31)
S (2.50, 0.24, -0.14)
O (2.70, 1.53, 0.51)
O (3.37, -0.92, 0.08)
O (2.60, 0.49, -1.81)
H (-0.47, 1.30, 1.42)
H (0.22, 2.03, -0.08)
H (-1.56, 1.52, -0.12)
H (0.59, 0.21, -2.30)
H (-0.71, -0.96, -1.99)
H (-1.01, 0.75, -2.15)
H (1.69, -0.90, 2.30)
H (0.16, -1.80, 2.24)
H (0.34, -0.01, 2.47)
H (2.05, -1.84, -0.16)
H (2.77, -0.43, -2.03)

***

ORCA calculation (ωB97M-V with the def2-TZVPD basis set) on C22H16NiPS4 as an isolated structure.

Properties
- Energy above the lowest of the compared OMol25 structures with the same formula, charge and spin: 17.2 kJ/mol
- Spin multiplicity: 3
- HOMO (alpha / beta): -3.442 / -3.872 eV
- <S²>: 2.026
- HOMO-LUMO gap (alpha / beta): 6.271 / 5.680 eV
- Net charge: -1
- E_LUMO (alpha / beta): 2.829 / 1.808 eV

CARTESIAN COORDINATES (ANGSTROEM)
Ni (-2.07, -0.41, -1.39)
C (4.51, -1.42, -1.52)
C (3.74, -0.80, -2.48)
C (2.40, -0.55, -2.24)
C (1.83, -0.91, -1.02)
C (2.61, -1.53, -0.06)
C (3.95, -1.78, -0.31)
P (0.07, -0.45, -0.79)
C (-0.33, -1.38, 0.73)
C (-0.23, -2.77, 0.68)
C (-0.56, -3.53, 1.78)
C (-0.99, -2.92, 2.95)
C (-1.12, -1.54, 2.99)
C (-0.80, -0.77, 1.89)
C (0.29, 1.26, -0.23)
C (1.46, 1.78, 0.28)
C (1.50, 3.11, 0.72)
C (0.39, 3.90, 0.63)
C (-0.81, 3.41, 0.08)
C (-1.96, 4.22, -0.05)
C (-3.09, 3.70, -0.61)
C (-3.13, 2.37, -1.07)
C (-2.04, 1.52, -0.97)
C (-0.87, 2.07, -0.37)
H (5.56, -1.61, -1.71)
H (4.18, -0.51, -3.43)
H (1.78, -0.07, -2.98)
H (2.18, -1.80, 0.90)
H (4.56, -2.25, 0.45)
H (0.11, -3.24, -0.23)
H (-0.49, -4.61, 1.73)
H (-1.24, -3.51, 3.82)
H (-1.48, -1.06, 3.89)
H (-0.94, 0.30, 1.90)
H (2.35, 1.17, 0.35)
H (2.42, 3.50, 1.13)
H (0.43, 4.93, 0.98)
H (-1.92, 5.24, 0.31)
H (-3.97, 4.32, -0.70)
H (-4.06, 2.03, -1.50)
S (-3.77, -0.90, 0.17)
S (-4.67, -2.60, -0.23)
S (-3.59, -3.58, -1.92)
S (-2.21, -2.35, -2.58)

***

ORCA calculation (ωB97M-V with the def2-TZVPD basis set) on C21H25FeN3OS as an isolated structure.

Properties
- Spin multiplicity: 6
- HOMO (alpha / beta): -1.952 / -2.069 eV
- <S²>: 8.837
- HOMO-LUMO gap (alpha / beta): 4.304 / 4.421 eV
- Net charge: -1
- E_LUMO (alpha / beta): 2.352 / 2.351 eV

CARTESIAN COORDINATES (ANGSTROEM)
Fe (-0.13, -0.33, -1.36)
N (-2.53, 0.17, -1.47)
C (-2.74, 1.47, -2.11)
C (-2.04, 2.55, -1.30)
N (-0.69, 2.15, -0.96)
C (0.42, 3.08, -1.12)
C (1.57, 2.41, -1.86)
N (1.86, 1.13, -1.22)
H (-2.95, 0.13, -0.55)
H (-2.90, -0.58, -2.03)
H (-2.28, 1.41, -3.10)
H (-3.80, 1.74, -2.23)
H (-2.00, 3.46, -1.90)
H (-2.64, 2.79, -0.41)
H (-0.65, 1.70, -0.05)
H (0.09, 3.94, -1.71)
H (0.77, 3.47, -0.16)
H (1.27, 2.19, -2.88)
H (2.43, 3.10, -1.89)
H (2.53, 0.59, -1.75)
H (2.22, 1.24, -0.28)
C (2.00, -3.06, 7.48)
C (1.19, -1.93, 8.05)
O (1.65, -1.05, 8.71)
S (-0.60, -1.99, 7.69)
C (-0.47, -1.77, 5.93)
C (-0.07, -0.55, 5.40)
C (0.02, -0.37, 4.03)
C (-0.30, -1.41, 3.14)
C (-0.70, -2.64, 3.69)
C (-0.78, -2.81, 5.06)
C (-0.21, -1.22, 1.73)
C (-0.07, -1.10, 0.51)
H (3.05, -2.93, 7.71)
H (1.85, -3.11, 6.40)
H (1.64, -4.00, 7.91)
H (0.18, 0.27, 6.08)
H (0.34, 0.58, 3.63)
H (-0.94, -3.45, 3.02)
H (-1.08, -3.77, 5.47)
C (0.22, -0.83, -3.20)
C (0.34, -0.49, -4.56)
C (0.82, -1.39, -5.57)
C (0.93, -1.04, -6.90)
C (0.58, 0.24, -7.34)
C (0.11, 1.16, -6.40)
C (-0.01, 0.82, -5.06)
H (1.09, -2.39, -5.25)
H (1.29, -1.77, -7.61)
H (0.67, 0.52, -8.38)
H (-0.18, 2.16, -6.72)
H (-0.38, 1.54, -4.34)

***

ORCA calculation (ωB97M-V with the def2-TZVPD basis set) on a 2-piece molecular cluster, C16H10BCl4F6O3S overall.

Properties
- HOMO: -5.809 eV
- HOMO-LUMO gap: 7.872 eV
- Net charge: -1
- E_LUMO: 2.063 eV

CARTESIAN COORDINATES (ANGSTROEM)
Cl (1.40, -3.54, -0.01)
B (0.62, -2.42, 1.26)
Cl (-0.76, -1.47, 0.42)
Cl (-0.10, -3.40, 2.66)
O (1.70, -1.53, 1.73)
C (1.74, -0.42, 2.41)
C (1.55, 0.85, 1.67)
C (0.82, 1.92, 2.22)
C (0.63, 3.10, 1.49)
C (1.17, 3.22, 0.21)
Cl (1.02, 4.67, -0.67)
C (1.82, 2.13, -0.39)
C (1.99, 0.94, 0.32)
H (1.47, -0.45, 3.48)
H (0.41, 1.81, 3.22)
H (0.13, 3.95, 1.92)
H (2.24, 2.22, -1.39)
H (2.46, 0.06, -0.14)
F (4.88, -4.04, 3.36)
C (4.77, -2.76, 2.98)
F (6.01, -2.20, 2.91)
F (4.17, -2.67, 1.78)
S (3.73, -1.87, 4.30)
C (3.49, -0.24, 3.58)
C (3.72, 0.81, 4.60)
C (3.30, 0.69, 5.94)
C (3.49, 1.73, 6.84)
C (4.11, 2.91, 6.42)
C (4.26, 4.11, 7.35)
F (5.57, 4.48, 7.54)
F (3.58, 5.20, 6.85)
F (3.76, 3.87, 8.60)
C (4.65, 2.99, 5.14)
C (4.46, 1.95, 4.24)
O (2.44, -2.50, 4.22)
O (4.53, -1.91, 5.50)
H (4.09, -0.13, 2.69)
H (2.78, -0.19, 6.31)
H (3.17, 1.64, 7.87)
H (5.23, 3.87, 4.84)
H (4.84, 2.01, 3.21)

***

ORCA calculation (ωB97M-V with the def2-TZVPD basis set) on C46H54Br4EuN4O3 as an isolated structure.

Properties
- Spin multiplicity: 7
- HOMO (alpha / beta): -3.663 / -2.874 eV
- <S²>: 12.041
- HOMO-LUMO gap (alpha / beta): 5.715 / 4.926 eV
- Net charge: -1
- E_LUMO (alpha / beta): 2.052 / 2.052 eV

CARTESIAN COORDINATES (ANGSTROEM)
Eu (-1.91, 0.06, 0.18)
Br (-7.95, 2.66, -2.10)
C (-6.30, 1.87, -2.48)
C (-6.35, 0.56, -3.06)
Br (-7.45, 0.13, -4.52)
C (-5.47, -0.39, -2.53)
Br (-5.58, -2.20, -3.03)
C (-4.44, -0.05, -1.60)
O (-3.88, -0.91, -0.86)
C (-4.10, 1.37, -1.59)
O (-2.94, 1.77, -1.11)
C (-5.09, 2.34, -2.00)
Br (-4.64, 4.20, -2.11)
O (-0.61, -1.92, -0.49)
C (-0.59, -3.40, -0.67)
C (-1.96, -3.88, -0.35)
C (-2.30, -3.75, 1.17)
C (-3.16, -2.65, 1.67)
C (-4.52, -2.82, 1.65)
C (-5.37, -1.76, 1.98)
C (-4.84, -0.72, 2.78)
C (-3.46, -0.77, 3.03)
N (-2.65, -1.56, 2.33)
H (0.27, -1.59, -0.86)
H (0.17, -3.83, 0.03)
H (-0.29, -3.69, -1.70)
H (-2.21, -4.93, -0.67)
H (-2.66, -3.24, -0.93)
H (-1.34, -3.63, 1.77)
H (-2.76, -4.72, 1.44)
H (-4.95, -3.69, 1.14)
H (-6.36, -1.82, 1.59)
H (-5.41, 0.11, 3.08)
H (-3.04, -0.04, 3.70)
C (0.42, -0.41, 5.12)
C (0.97, -1.39, 4.09)
C (0.94, -2.78, 4.63)
C (2.36, -1.03, 3.66)
C (3.31, -0.80, 4.69)
C (4.65, -0.67, 4.41)
C (5.08, -0.83, 3.09)
C (4.16, -0.99, 2.02)
C (4.62, -1.32, 0.63)
C (6.09, -1.53, 0.52)
C (3.79, -2.60, 0.26)
C (2.76, -0.91, 2.33)
N (1.78, -0.61, 1.33)
C (1.80, 0.48, 0.62)
C (1.30, 0.72, -0.71)
N (0.94, -0.08, -1.72)
C (1.12, 0.47, -3.01)
C (2.37, 1.09, -3.45)
C (2.56, 1.43, -4.78)
C (1.59, 1.20, -5.77)
C (0.46, 0.51, -5.39)
C (0.16, 0.19, -4.02)
C (-1.30, -0.12, -3.71)
C (-1.50, -1.59, -4.12)
C (-2.27, 0.87, -4.39)
C (3.61, 1.30, -2.63)
C (4.23, 2.69, -2.72)
C (4.72, 0.34, -3.09)
H (-0.61, -0.68, 5.32)
H (0.54, 0.65, 4.84)
H (0.98, -0.52, 6.07)
H (0.32, -1.30, 3.20)
H (-0.12, -3.15, 4.66)
H (1.35, -2.87, 5.66)
H (1.44, -3.57, 4.05)
H (2.99, -0.77, 5.75)
H (5.33, -0.31, 5.14)
H (6.15, -0.72, 2.91)
H (4.46, -0.47, -0.02)
H (6.50, -2.38, 1.09)
H (6.70, -0.65, 0.81)
H (6.34, -1.63, -0.53)
H (3.90, -3.34, 1.07)
H (4.07, -3.02, -0.73)
H (2.73, -2.27, 0.23)
H (2.11, 1.42, 1.07)
H (1.28, 1.85, -0.87)
H (3.54, 1.69, -5.12)
H (1.83, 1.60, -6.76)
H (-0.29, 0.18, -6.10)
H (-1.38, -0.05, -2.59)
H (-1.14, -1.72, -5.15)
H (-2.53, -1.94, -4.01)
H (-0.84, -2.27, -3.56)
H (-2.01, 0.97, -5.45)
H (-2.25, 1.91, -3.94)
H (-3.36, 0.54, -4.35)
H (3.45, 1.18, -1.54)
H (4.51, 2.98, -3.75)
H (5.19, 2.75, -2.15)
H (3.50, 3.47, -2.42)
H (5.29, 0.66, -3.98)
H (4.42, -0.75, -3.24)
H (5.52, 0.26, -2.31)
C (-0.63, 6.27, 2.82)
C (-1.00, 4.88, 2.55)
C (-2.36, 4.54, 2.35)
C (-2.70, 3.26, 1.93)
N (-1.79, 2.29, 1.83)
C (-0.55, 2.55, 2.28)
C (-0.06, 3.83, 2.48)
H (-0.34, 6.74, 1.85)
H (0.13, 6.45, 3.56)
H (-1.60, 6.80, 3.13)
H (-3.08, 5.29, 2.46)
H (-3.69, 3.01, 1.69)
H (0.14, 1.66, 2.27)
H (1.02, 3.93, 2.69)

***

ORCA calculation (ωB97M-V with the def2-TZVPD basis set) on one molecule with the formula C3H10N4.

Properties
- Energy above the lowest of the compared OMol25 structures with the same formula, charge and spin: 59.0 kJ/mol
- HOMO: -8.683 eV
- SMILES: [H]/N=C\NCNCN
- HOMO-LUMO gap: 9.478 eV
- Net charge: 0
- E_LUMO: 0.794 eV

CARTESIAN COORDINATES (ANGSTROEM)
H (2.10, -2.05, 1.09)
N (1.90, -1.62, 1.99)
C (0.90, -0.85, 2.00)
N (0.03, -0.54, 1.01)
C (0.22, -0.97, -0.36)
N (-0.71, -0.25, -1.20)
C (-0.45, 1.18, -1.28)
N (-1.18, 1.73, -0.15)
H (0.67, -0.35, 2.94)
H (-0.54, 0.30, 1.08)
H (0.03, -2.05, -0.46)
H (1.28, -0.79, -0.66)
H (-0.73, -0.67, -2.13)
H (0.62, 1.44, -1.17)
H (-0.83, 1.54, -2.25)
H (-2.11, 1.24, -0.25)
H (-1.21, 2.74, -0.19)

***

ORCA calculation (ωB97M-V with the def2-TZVPD basis set) on a 2-piece molecular cluster, C14H30N3O5S overall.

Properties
- HOMO: -11.387 eV
- HOMO-LUMO gap: 8.635 eV
- Net charge: +1
- E_LUMO: -2.752 eV

CARTESIAN COORDINATES (ANGSTROEM)
C (-4.56, 0.00, -0.08)
C (-3.44, 0.42, 0.20)
C (-2.16, 1.02, 0.84)
N (-1.26, 0.10, 1.62)
C (-1.81, -0.35, 2.95)
N (-3.11, -1.06, 2.87)
C (-0.85, -1.16, 0.90)
C (-0.64, -1.04, -0.66)
N (-1.50, -1.35, -1.56)
C (0.03, 0.92, 1.76)
C (0.79, 0.83, 3.14)
C (0.35, 1.81, 4.31)
C (-0.66, 2.96, 3.97)
S (0.10, 4.39, 3.03)
O (0.23, 5.59, 3.86)
O (-0.82, 4.70, 1.89)
O (1.54, 3.92, 2.30)
H (-5.63, -0.20, -0.35)
H (-1.57, 1.47, -0.03)
H (-2.43, 1.91, 1.51)
H (-1.12, -1.09, 3.48)
H (-2.01, 0.58, 3.60)
H (-3.19, -1.59, 3.75)
H (-3.86, -0.37, 2.79)
H (-1.52, -2.05, 1.09)
H (0.17, -1.45, 1.34)
H (0.38, -0.69, -1.03)
H (-1.04, -1.16, -2.47)
H (-0.15, 2.02, 1.51)
H (0.80, 0.61, 0.97)
H (0.86, -0.22, 3.58)
H (1.88, 1.09, 2.91)
H (-0.13, 1.17, 5.14)
H (1.26, 2.28, 4.80)
H (-1.02, 3.44, 4.95)
H (-1.57, 2.68, 3.37)
H (1.37, 3.96, 1.33)
C (1.76, -3.23, -3.03)
O (1.64, -1.84, -3.29)
C (2.88, -1.24, -3.67)
C (2.96, -1.02, -5.17)
O (3.00, -2.26, -5.88)
C (1.75, -2.60, -6.44)
H (0.76, -3.65, -2.98)
H (2.32, -3.74, -3.82)
H (2.27, -3.39, -2.07)
H (3.73, -1.85, -3.32)
H (2.94, -0.27, -3.17)
H (3.89, -0.49, -5.40)
H (2.12, -0.40, -5.52)
H (1.55, -1.98, -7.32)
H (0.93, -2.49, -5.72)
H (1.79, -3.64, -6.76)

***

ORCA calculation (ωB97M-V with the def2-TZVPD basis set) on C6H13NO as an isolated structure.

Properties
- Energy above the lowest of the compared OMol25 structures with the same formula, charge and spin: 794.3 kJ/mol
- HOMO: -8.691 eV
- HOMO-LUMO gap: 9.488 eV
- Net charge: 0
- E_LUMO: 0.798 eV

CARTESIAN COORDINATES (ANGSTROEM)
C (2.28, -0.61, 0.59)
C (1.16, -0.02, -0.33)
C (-0.58, 1.14, -0.62)
C (-1.98, 1.45, 0.11)
C (-0.19, -0.34, -0.15)
C (-0.77, -1.65, -0.55)
H (3.16, -0.13, 0.64)
H (2.33, -1.74, 0.44)
H (1.90, -0.65, 1.47)
H (1.44, -0.33, -1.27)
H (1.22, 2.39, -0.42)
H (-0.34, 1.11, -1.76)
H (-2.69, 0.49, -0.10)
H (-2.50, 2.54, -0.11)
H (-1.82, 1.72, 1.19)
H (-1.89, -1.38, -0.75)
H (-0.14, -2.36, -1.66)
H (-0.63, -2.56, 0.34)
H (-0.13, 0.10, 1.95)
N (0.69, 1.37, -0.14)
O (-0.54, -0.52, 1.12)